[1]
Molecular formula: C24H41AsBrFN5OPPdSi
Method: DFT, ωB97M-V with the def2-TZVPD basis set

Structure (XYZ):
```
77
Properties=species:S:1:pos:R:3:forces:R:3
Pd 0.56072 -0.47200 -1.13798 0.321 -0.079 0.033
Br 3.56506 -0.68234 -2.33516 -0.030 -0.017 0.040
As -2.56881 2.12404 0.72134 -0.020 -0.036 -0.027
P 1.47192 -0.38273 0.95136 -0.178 0.035 -0.036
Si -1.90751 -1.60026 -2.50436 -0.058 0.062 0.050
F 1.61264 -3.26185 -0.03664 0.111 0.120 0.083
O -1.23257 1.14703 0.38547 -0.058 0.049 0.085
N 1.94566 1.34882 3.04483 0.032 -0.024 0.016
N 1.00855 -0.83691 3.56902 -0.010 -0.004 -0.005
N -0.63165 -2.25281 -1.24039 -0.031 -0.022 0.005
N 1.67161 1.18340 -1.52114 -0.010 -0.068 -0.022
N 3.31306 -0.64251 2.88291 -0.007 0.002 0.003
C -3.45331 -1.30097 -1.54546 -0.053 -0.004 -0.043
C -1.01170 -0.03219 -2.99515 0.049 0.003 -0.016
C -3.84593 1.22569 1.82939 -0.004 0.006 -0.007
C 0.62613 -4.08410 -0.28086 0.038 -0.023 -0.060
C 0.77243 -5.41129 -0.04646 -0.023 -0.015 0.021
C 2.86079 1.04665 -2.12347 0.002 0.029 -0.017
C 1.53431 1.34666 1.60141 0.011 0.020 0.044
C 3.35083 0.73613 3.22025 0.002 0.017 0.003
C -0.30721 -6.24872 -0.36606 0.019 -0.011 0.018
C -2.03213 3.72309 1.63678 0.006 -0.002 -0.005
C -3.45004 2.66431 -0.89211 0.013 0.004 -0.010
C 1.11869 2.41220 -1.40526 -0.015 0.016 0.003
C -1.52968 -5.76632 -0.91244 -0.037 0.016 -0.018
C -0.57632 -3.49170 -0.91748 -0.003 0.021 -0.015
C 3.55068 2.14041 -2.61720 0.002 -0.002 0.005
C 2.36543 -1.36592 3.73061 0.012 -0.011 0.000
C 1.73242 3.55413 -1.88374 0.012 -0.019 0.002
C 3.17109 -0.92293 1.46023 -0.034 -0.037 -0.076
C 2.98108 3.39439 -2.49552 -0.007 -0.012 -0.001
C 1.08014 4.89877 -1.77093 -0.006 0.006 -0.017
C -1.66304 -4.45391 -1.19325 -0.021 -0.018 0.011
C -1.95168 -2.74162 -3.95114 0.043 -0.011 -0.015
C 0.43026 -1.14274 2.26501 0.056 -0.001 -0.009
C 0.95634 0.54068 3.91334 -0.002 0.039 -0.007
H -1.22686 4.20911 1.08676 -0.011 0.004 0.002
H -4.68810 1.89001 2.02337 -0.001 0.004 -0.003
H 0.53192 1.76846 1.49655 -0.011 -0.022 -0.031
H 0.15829 2.42514 -0.90201 -0.026 0.003 -0.002
H -1.20846 0.82724 -2.35109 -0.002 0.017 0.016
H -3.23736 -0.80533 -0.59796 0.040 0.005 0.003
H 1.96207 2.31530 3.38277 0.000 -0.002 -0.009
H -4.02348 -2.21068 -1.35080 0.001 0.001 0.018
H -4.20719 0.33249 1.32330 -0.014 -0.003 0.010
H -2.62444 -2.28628 -4.68680 0.010 0.011 -0.003
H 2.38038 -2.42486 3.47906 -0.001 0.002 -0.003
H 0.07656 -0.16410 -3.20621 -0.034 0.042 -0.017
H 2.25404 1.94297 1.03968 0.001 -0.006 0.010
H -2.59539 -4.07143 -1.58297 -0.007 0.008 0.001
H 0.38402 -2.22462 2.13641 -0.016 0.000 0.018
H 1.75684 5.62369 -1.31874 0.001 0.000 0.004
H 4.50674 1.99782 -3.10181 0.002 0.004 0.000
H 2.66856 -1.25876 4.77218 -0.007 -0.001 -0.003
H -1.70416 3.48406 2.64778 0.003 -0.007 -0.002
H 1.26308 0.69742 4.94720 -0.004 -0.008 0.000
H 0.16759 4.85783 -1.17813 -0.001 -0.004 0.000
H 1.69439 -5.80933 0.35830 0.005 0.006 -0.001
H 3.61981 0.87559 4.26714 0.003 -0.005 -0.002
H -3.38519 0.95124 2.77697 0.004 -0.001 -0.003
H -2.73437 3.15237 -1.55322 -0.011 0.000 0.001
H -2.33560 -6.46454 -1.09782 -0.003 0.004 -0.002
H 4.03379 1.29888 2.58492 -0.002 -0.002 0.003
H -0.57539 -0.72993 2.16461 -0.010 0.008 0.022
H 3.92833 -0.38851 0.88440 -0.010 0.004 -0.021
H 3.31177 -1.98642 1.28253 0.004 -0.056 -0.040
H -4.10418 -0.64831 -2.13511 -0.007 -0.015 -0.006
H -2.87811 4.40732 1.70169 -0.002 -0.001 0.005
H -2.32541 -3.74868 -3.77541 -0.026 0.006 0.017
H -1.35316 0.24488 -3.99916 -0.007 -0.027 -0.012
H -0.20485 -7.31475 -0.18380 0.006 -0.002 0.000
H -4.24981 3.36591 -0.65612 -0.005 -0.001 0.009
H -0.97126 -2.81565 -4.42782 0.001 -0.014 -0.002
H -0.03277 0.96423 3.74532 0.000 -0.001 0.008
H -3.87948 1.79423 -1.38567 0.010 0.006 0.001
H 0.82265 5.27568 -2.76202 0.003 0.008 0.003
H 3.50595 4.25770 -2.88803 0.002 0.003 -0.001
```
Positions in Å, forces in eV/Å.

The calculation puts the molar mass at 754.93 g mol⁻¹. Its total charge is +4. The relative energy (zero: lowest compared OMol25 entry of this formula, charge and spin) comes out at 107.1 kJ/mol. As for the electronic energy: -189257.260 eV.

Atom charges from the Löwdin analysis, given in e for atoms 1 to 4: Pd 0.71; Br 0.87; As 0.98; P 1.00

=====

[2]
Molecular formula: C24H41BBrN5O3P
Method: DFT, ωB97M-V with the def2-TZVPD basis set

Structure (XYZ):
```
76
Properties=species:S:1:pos:R:3:forces:R:3
Br -0.20002 0.12269 -1.11541 0.276 -0.329 -0.050
P -2.41813 1.84428 0.77497 0.067 0.048 0.119
O -2.18141 -0.83987 -4.77936 -0.103 -0.159 0.001
O -2.76485 1.39637 -1.96651 -0.097 -0.272 -0.018
O -4.07925 1.78291 0.45415 -0.081 0.392 -0.159
N -0.25134 -0.09206 6.74880 0.003 0.017 0.000
N 1.70723 -4.94650 -6.88382 0.008 0.009 -0.019
N 1.15016 3.64523 5.78327 -0.062 -0.047 0.032
N 3.21167 -2.94742 -0.25375 0.011 0.002 -0.014
N -0.97730 2.97927 -1.55812 -0.020 -0.059 -0.098
C -0.84989 -1.29813 -4.59359 0.090 0.156 0.030
C 0.61703 -0.08482 5.68732 0.024 0.020 0.020
C -1.42751 0.50891 6.38162 0.028 0.012 0.017
C -2.28287 0.16818 1.49310 -0.199 -0.128 0.197
C 0.10074 4.51603 5.84568 0.009 0.010 0.019
C 2.29592 4.32540 5.48299 0.013 -0.029 0.039
C -0.40215 -5.55418 -6.61731 0.004 -0.017 -0.018
C 0.43366 -6.67177 -6.34427 -0.006 0.008 0.007
C 3.73628 -4.03620 0.38890 -0.005 0.004 0.005
C 0.82038 3.24853 0.13701 -0.030 -0.033 -0.039
C -2.81042 -0.39894 -3.58277 0.000 0.076 0.081
C 0.58181 5.77525 5.59673 0.011 0.004 -0.007
C 1.92321 -2.73746 0.15187 0.046 0.011 -0.028
C 1.72971 -6.26416 -6.51550 0.001 0.003 0.000
C 0.41371 -4.50626 -6.94793 -0.006 0.006 0.007
C 1.97942 5.65395 5.36557 -0.010 0.006 0.000
C -0.01210 0.52546 4.63390 0.047 0.077 0.039
C -1.30846 0.90710 5.07735 -0.016 0.019 -0.050
C 2.76639 -4.53184 1.22079 -0.004 0.006 0.002
C -0.75571 -2.61373 -3.83375 -0.042 -0.008 -0.009
C 1.49518 4.24248 1.07558 0.004 0.072 0.062
C -0.29305 3.90214 -0.67110 0.023 0.030 0.140
C 1.61626 -3.70690 1.07014 0.011 -0.005 0.002
C -2.53985 1.08347 -3.31965 0.014 0.102 -0.121
B -1.67426 1.73642 -1.09892 -0.357 0.698 0.139
H 1.70034 5.19239 0.56909 0.036 -0.059 0.001
H -1.57202 3.48083 -2.20474 0.062 -0.014 0.000
H 0.40436 0.68685 3.65304 -0.015 -0.013 -0.006
H 1.06649 2.64636 5.88519 -0.022 -0.012 -0.133
H 2.86974 -5.38980 1.86508 0.001 0.001 -0.003
H -0.45068 -1.41409 -5.60518 -0.031 -0.024 0.016
H 0.86258 4.46458 1.93945 -0.011 0.017 -0.055
H 2.65898 -6.79481 -6.39863 -0.002 -0.001 -0.002
H -0.83784 -2.47195 -2.75562 -0.026 0.055 -0.031
H -1.26115 0.01048 1.84419 -0.041 -0.105 -0.093
H 0.21191 -3.08340 -4.02944 -0.051 -0.020 0.009
H -0.06083 -0.48983 7.64907 -0.003 -0.001 -0.009
H -2.94656 0.15397 2.36394 0.076 -0.045 0.017
H -1.47720 -5.51860 -6.56283 0.003 0.002 0.002
H 0.39625 2.42935 0.72373 0.065 -0.021 -0.033
H -2.47849 -0.96417 -2.70758 0.045 0.007 -0.069
H 0.67071 -3.80840 1.57620 0.003 -0.001 -0.001
H 4.74527 -4.36347 0.20366 -0.002 -0.004 -0.001
H -2.06029 1.40662 4.48816 0.012 0.001 -0.010
H 0.15494 4.70629 -1.26994 -0.031 -0.012 0.003
H 0.18330 -3.48676 -7.20575 -0.011 -0.001 0.013
H -1.54792 -3.29108 -4.16302 0.101 -0.029 -0.038
H 0.11893 -7.65743 -6.04439 0.001 0.002 -0.001
H -1.51477 1.31944 -3.62998 -0.026 -0.033 0.098
H 3.69247 -2.37777 -0.92491 -0.009 0.001 0.008
H 2.44386 3.86000 1.46089 -0.043 -0.007 -0.013
H -0.00496 6.67825 5.56541 0.002 -0.001 0.002
H 2.51616 -4.38337 -7.06848 -0.007 0.002 0.022
H 2.66864 6.44649 5.12522 0.000 -0.002 0.002
H -2.59020 -0.63708 0.82145 0.159 0.080 -0.091
H 1.53953 2.79285 -0.54970 -0.024 0.027 0.018
H -0.89673 4.16435 6.04593 0.002 -0.008 -0.021
H -2.24681 0.59743 7.07466 0.003 0.003 0.000
H 1.34826 -1.91703 -0.24831 -0.070 -0.030 0.067
H 3.23504 3.81100 5.37092 -0.002 0.002 -0.010
H -4.22895 2.10264 -0.44801 0.092 -0.362 0.065
H -0.97862 4.38704 0.04629 0.022 -0.032 -0.029
H -0.25253 -0.53245 -4.08333 -0.010 -0.047 -0.011
H 1.59860 -0.52088 5.76624 -0.013 -0.026 -0.010
H -3.21914 1.69139 -3.93152 0.087 -0.022 -0.041
H -3.88037 -0.57963 -3.71447 0.029 0.031 0.040
```
Positions in Å, forces in eV/Å.

The calculation puts the molar mass at 569.31 g mol⁻¹. Its total charge is -1. The relative energy (zero: lowest compared OMol25 entry of this formula, charge and spin) comes out at 0.0 kJ/mol. As for the electronic energy: -119157.319 eV.

Atom charges from the Löwdin analysis, given in e for atoms 1 to 4: Br 0.55; P 0.87; O -0.16; O -0.14

=====

[3]
Molecular formula: C24H41BIN2O22S5
Method: DFT, ωB97M-V with the def2-TZVPD basis set

Structure (XYZ):
```
96
Properties=species:S:1:pos:R:3:forces:R:3
I -0.96970 1.11465 -2.64323 0.237 -0.107 -0.047
S -5.48012 2.38183 -3.57993 0.123 0.352 -0.554
S -3.48985 -0.73679 3.73528 -0.303 -0.485 0.522
S 5.69846 2.03819 -3.09624 -0.346 -0.054 0.324
S 7.94508 -3.44505 0.16627 -0.450 0.342 -0.044
S 3.77071 2.51551 3.48733 0.141 -0.313 -0.189
O 5.16296 2.34342 2.74031 -0.007 -0.225 -0.183
O 3.90980 3.39215 4.58085 -0.206 0.302 0.183
O -2.27945 -0.13317 4.17536 0.199 0.341 -0.161
O -6.40173 1.31828 -3.66778 -0.285 -0.221 0.220
O 7.55076 -3.49879 1.52864 0.094 -0.021 0.199
O -2.07710 -1.74378 -1.75355 -0.006 0.418 -0.066
O -3.31372 -2.31827 3.77423 -0.275 -0.018 -0.082
O -4.10745 1.94692 -4.29243 0.114 0.269 0.094
O 5.97872 0.64585 -3.09293 0.265 0.001 0.028
O 9.18874 -3.94457 -0.26926 0.373 -0.293 -0.003
O -5.15480 3.00353 -2.34825 0.098 0.037 0.279
O -4.56582 -0.60728 4.89122 0.240 -0.074 0.139
O -4.07269 -0.38248 2.49659 0.171 0.246 -0.380
O -5.90244 3.50675 -4.62701 -0.006 -0.256 -0.193
O 6.00938 2.63479 -1.64445 -0.234 -0.238 0.134
O 2.76575 2.72389 2.49197 -0.102 0.107 -0.108
O 4.10847 2.21221 -3.04487 -0.083 0.378 0.055
O 7.77235 -1.93074 -0.32163 -0.257 -0.036 0.107
O 1.85255 -0.95969 -0.76145 0.154 -0.631 0.114
O 6.79308 -4.08330 -0.73744 0.133 0.095 -0.280
O 6.22074 2.89911 -4.08090 0.138 0.095 -0.367
O 3.63007 1.02868 4.03176 0.279 -0.021 0.161
N 1.77435 -1.26164 1.64099 0.307 0.604 -0.264
N -0.95084 2.15685 0.06171 -0.339 0.446 -0.402
C -1.55781 -0.96832 0.52169 -0.202 0.343 -1.088
C 4.57172 0.18111 3.34373 -0.077 -0.388 -0.554
C -4.78302 3.85391 -5.45452 0.324 0.297 0.179
C 5.95033 -3.04116 -1.25401 -0.311 0.163 0.354
C 3.69171 2.45965 -1.69695 -0.066 -0.417 0.233
C -4.51493 0.34180 -1.06287 1.413 1.736 -0.718
C -0.28872 0.73950 1.65846 -0.597 0.514 -0.082
C -5.26138 -1.81228 -0.74430 -0.517 -2.646 0.053
C -5.04999 -1.91042 5.27187 -0.340 -0.265 -0.189
C -3.88769 -2.83632 4.99212 0.223 0.024 0.421
C 6.87908 -1.86420 -1.44673 0.119 -0.125 -0.334
C -3.38238 -1.48313 -2.25577 -0.300 0.212 -0.431
C -5.44759 0.78700 -0.21008 0.462 2.658 0.102
C -6.26701 -0.08193 0.37716 -2.350 1.138 2.116
C -6.19840 -1.38184 0.11499 -0.945 -2.051 0.576
C 5.76326 1.06280 3.06574 -0.014 0.169 0.564
C -4.00683 2.56343 -5.58876 -0.195 -0.195 -0.361
C -0.99746 1.97282 1.31370 -0.027 -0.310 -0.087
C -4.41859 -0.95950 -1.31761 2.363 -1.423 -1.656
C -0.29279 -0.13289 0.31305 0.485 1.158 2.046
C -0.84679 -3.20424 -0.41159 0.001 0.470 0.816
C -1.89487 -2.10893 -0.41179 0.554 -0.971 -0.021
C -0.25432 1.08140 -0.63979 -0.239 -0.683 -0.752
C 4.82877 3.24533 -1.08553 -0.024 0.342 -0.190
B 1.17171 -0.80236 0.40829 -0.569 -0.871 -0.581
H -7.00293 0.26380 1.07552 -0.308 0.257 0.277
H 1.22238 -1.24899 -1.43046 0.112 0.501 -0.647
H -3.13192 -2.78005 5.77681 -0.011 -0.003 0.009
H 1.83983 -0.55803 2.36168 -0.274 -0.370 0.445
H 5.47685 -3.35700 -2.17784 0.143 -0.236 -0.028
H 4.84394 3.17885 -0.00323 0.235 -0.143 0.083
H 1.36806 -2.12432 1.97395 0.232 -0.093 0.275
H -4.20130 4.62133 -4.93987 0.023 0.000 -0.033
H 6.39371 1.18219 3.94691 -0.031 0.095 0.006
H 7.46632 -1.96230 -2.35965 -0.009 0.024 -0.035
H -1.36370 2.93292 -0.43853 -0.070 0.154 -0.038
H 4.09872 -0.14849 2.41557 0.122 -0.116 0.020
H 0.79063 1.32419 -0.70864 0.408 0.557 -0.286
H -2.41007 -0.30227 0.53539 -0.378 0.342 0.019
H -0.51134 -3.32772 0.61017 0.372 -0.122 0.361
H 6.36562 0.71075 2.24242 0.032 0.104 -0.340
H -4.19302 -3.86871 4.85716 0.045 0.003 -0.272
H -5.91463 -2.14883 4.65129 0.009 0.003 -0.008
H -2.96473 2.72789 -5.84775 0.079 -0.065 0.206
H 0.68546 1.12054 1.95620 0.470 -0.078 0.286
H -3.81840 0.98293 -1.56036 0.176 0.617 -0.110
H 5.18070 -2.82695 -0.50706 -0.004 0.032 -0.051
H -1.50895 -1.36854 1.51847 0.133 -0.366 0.471
H -2.74693 -2.60598 0.02823 -0.840 0.187 -0.053
H -3.26925 -0.74850 -3.03762 0.324 0.286 -0.372
H 3.56112 1.49531 -1.19447 -0.012 0.034 0.008
H -1.49972 2.64522 1.97750 -0.140 0.387 0.291
H -3.78206 -2.35410 -2.75216 0.047 -0.666 -0.037
H -5.34318 -1.91173 6.31667 0.088 0.251 0.045
H -1.28641 -4.14373 -0.67330 -0.110 -0.519 -0.576
H 4.82361 -0.68123 3.95206 -0.160 0.064 0.203
H -0.80829 0.32494 2.50669 0.292 -0.614 0.401
H -5.12514 4.23959 -6.40940 -0.248 -0.052 0.046
H -5.50277 1.83639 -0.01386 -0.213 0.482 0.144
H 4.80187 4.29493 -1.38466 0.021 -0.039 -0.027
H -0.00560 -2.96773 -1.03861 0.342 -0.080 -0.374
H 2.74970 3.00262 -1.69304 0.034 0.068 -0.229
H 6.35289 -0.91669 -1.45976 0.141 0.068 0.169
H -5.19511 -2.85366 -0.97189 0.054 -0.643 -0.159
H -6.84567 -2.09318 0.57933 -0.458 -0.243 0.265
H -4.46263 1.89615 -6.32155 -0.003 0.012 -0.009
```
Positions in Å, forces in eV/Å.

The calculation puts the molar mass at 1007.63 g mol⁻¹. Its total charge is +1. As for the electronic energy: -136521.236 eV.

Atom charges from the Löwdin analysis, given in e for atoms 1 to 4: I 1.13; S 0.58; S 0.58; S 0.61

=====

In order of appearance, lowest unoccupied orbital energy = -14.37, 2.43, -3.64 eV.